{"formula": "C39H39BrIIrN6OP", "method": "the ωB97M-V functional and the def2-TZVPD basis", "symbols": ["Ir", "I", "C", "C", "C", "C", "C", "C", "C", "C", "C", "P", "C", "C", "C", "C", "C", "C", "C", "C", "C", "C", "C", "C", "C", "H", "H", "H", "H", "H", "H", "H", "H", "H", "H", "H", "H", "H", "H", "H", "H", "O", "C", "C", "C", "N", "C", "Br", "C", "H", "H", "H", "H", "C", "N", "C", "N", "C", "N", "C", "N", "C", "C", "H", "H", "H", "H", "H", "H", "H", "H", "H", "H", "H", "H", "C", "C", "C", "C", "N", "C", "C", "H", "H", "H", "H", "H", "H", "H"], "coordinates": [[0.7212, 0.4984, 0.3669], [-0.8041, -1.9833, 3.4793], [-2.5881, -2.4135, 2.4828], [-3.4543, -3.1970, 3.1992], [-4.8006, -3.3404, 2.8145], [-5.2709, -2.5979, 1.7792], [-4.3990, -1.7796, 1.0224], [-4.9572, -0.9440, 0.0264], [-4.1809, -0.1299, -0.7494], [-2.7965, -0.2548, -0.6479], [-2.1831, -1.0914, 0.2901], [-0.4903, -1.3594, -0.1832], [-0.6109, -1.5557, -1.9820], [-1.6337, -2.3539, -2.5038], [-1.7476, -2.5188, -3.8738], [-0.8610, -1.8826, -4.7359], [0.1557, -1.0901, -4.2269], [0.2785, -0.9233, -2.8539], [0.3233, -2.8574, 0.3791], [1.5061, -2.7800, 1.1146], [2.2236, -3.9236, 1.4135], [1.7485, -5.1607, 0.9904], [0.5658, -5.2454, 0.2697], [-0.1428, -4.0984, -0.0543], [-2.9933, -1.7653, 1.2835], [-3.1101, -3.6811, 4.1036], [-5.4602, -3.9778, 3.3878], [-6.3223, -2.6142, 1.5208], [-6.0334, -0.9512, -0.1031], [-4.6203, 0.5294, -1.4859], [-2.1857, 0.2426, -1.3877], [-2.3471, -2.8405, -1.8497], [-2.5374, -3.1418, -4.2724], [-0.9727, -2.0008, -5.8055], [0.8489, -0.5991, -4.8977], [1.0543, -0.2775, -2.4723], [1.8614, -1.8202, 1.4717], [3.1403, -3.8551, 1.9854], [2.3030, -6.0614, 1.2195], [0.1968, -6.2088, -0.0557], [-1.0465, -4.1854, -0.6427], [-0.5271, 2.2882, 6.1841], [-0.3111, 1.9022, 4.9450], [-1.2630, 1.9521, 3.9167], [-0.8952, 1.5303, 2.6744], [0.3530, 1.0787, 2.3644], [1.2415, 1.0061, 3.3738], [2.9499, 0.3289, 3.0070], [0.9602, 1.3966, 4.6550], [-1.4225, 2.6245, 6.3362], [-2.2729, 2.2983, 4.0962], [-1.6182, 1.5135, 1.8734], [1.7011, 1.3202, 5.4386], [0.8052, 3.4375, 0.2868], [0.5978, 4.7130, -0.3246], [-0.8339, 5.0413, -0.2848], [-1.6073, 4.0329, -1.0200], [-1.4233, 2.7415, -0.4321], [0.0443, 2.3335, -0.4541], [0.4864, 2.3720, -1.9123], [0.2800, 3.6694, -2.4783], [1.0408, 4.6749, -1.7275], [-1.1476, 4.0127, -2.4170], [0.4502, 3.4604, 1.3170], [1.8656, 3.1957, 0.2733], [-0.9917, 6.0156, -0.7398], [-1.1710, 5.0762, 0.7518], [-1.9847, 2.0031, -0.9945], [-1.7671, 2.7537, 0.5992], [-0.1011, 1.6291, -2.4554], [1.5424, 2.1022, -1.9573], [0.8846, 5.6532, -2.1755], [2.1050, 4.4378, -1.7709], [-1.7248, 3.2813, -2.9839], [-1.3002, 4.9947, -2.8579], [6.6588, -0.7061, -1.6009], [5.2470, -0.4346, -1.1914], [4.2346, -1.3776, -1.3757], [2.9421, -1.0925, -1.0073], [2.5885, 0.1030, -0.4672], [3.5651, 1.0155, -0.2765], [4.8719, 0.7844, -0.6184], [6.7855, -0.4371, -2.6533], [6.9054, -1.7618, -1.5016], [7.3655, -0.1141, -1.0225], [4.4556, -2.3453, -1.8081], [2.1686, -1.8269, -1.1445], [3.2829, 1.9559, 0.1722], [5.6063, 1.5569, -0.4280]], "forces_ev_per_angstrom": [[1.530, 0.655, 1.228], [0.093, -0.062, 0.039], [0.075, 0.057, -0.140], [-0.150, -0.059, 0.007], [0.110, -0.108, 0.155], [-0.090, 0.077, -0.078], [0.014, -0.041, -0.061], [-0.054, -0.028, 0.010], [0.008, 0.105, -0.022], [-0.093, -0.343, 0.220], [-0.276, 0.372, 0.369], [0.215, -0.064, -0.615], [0.172, 0.273, -0.133], [0.053, -0.033, -0.082], [-0.012, -0.045, 0.002], [-0.043, -0.039, -0.015], [0.001, -0.001, 0.032], [-0.158, -0.125, -0.009], [0.148, 0.001, 0.040], [-0.064, -0.101, 0.032], [-0.022, 0.007, 0.015], [0.034, 0.026, 0.014], [-0.042, -0.046, -0.015], [-0.054, 0.001, 0.037], [-0.068, 0.088, -0.128], [-0.032, 0.008, 0.002], [0.037, -0.003, -0.004], [0.013, 0.025, -0.004], [0.022, -0.024, 0.015], [-0.002, -0.020, 0.009], [-0.026, -0.209, -0.084], [-0.032, 0.045, -0.023], [0.003, 0.016, -0.001], [0.025, -0.025, 0.010], [-0.019, 0.020, 0.015], [0.057, -0.039, -0.015], [0.045, -0.005, 0.059], [-0.021, -0.015, -0.016], [-0.011, 0.018, 0.021], [0.006, 0.007, 0.003], [0.016, -0.001, 0.025], [-0.022, -0.013, -0.031], [0.004, 0.021, 0.153], [-0.087, 0.037, 0.066], [0.244, -0.105, 0.237], [-1.502, 0.545, -0.298], [-0.070, -0.050, -0.183], [0.066, -0.042, -0.089], [-0.008, -0.001, 0.051], [0.016, -0.010, -0.001], [0.016, -0.014, -0.001], [0.035, -0.122, 0.122], [0.010, 0.023, -0.023], [-0.044, 0.319, 0.072], [-0.070, -0.001, -0.169], [0.016, -0.150, -0.003], [0.120, 0.136, -0.128], [-0.137, 0.206, -0.117], [-0.022, -0.619, 0.386], [-0.102, 0.129, -0.195], [-0.087, 0.157, 0.013], [-0.036, -0.102, 0.089], [0.045, -0.089, 0.103], [-0.022, -0.064, -0.022], [0.022, -0.027, -0.041], [-0.005, 0.040, 0.005], [0.000, 0.021, 0.016], [0.085, 0.073, 0.030], [0.065, 0.101, -0.092], [-0.007, 0.017, 0.101], [0.009, 0.024, 0.077], [0.005, 0.016, -0.015], [0.007, -0.003, 0.014], [-0.002, -0.014, -0.001], [-0.007, 0.021, -0.017], [-0.093, 0.026, 0.046], [0.141, -0.082, -0.050], [0.039, -0.044, 0.020], [0.347, 0.353, -0.095], [-0.228, -1.188, -0.925], [-0.058, -0.017, -0.079], [0.048, 0.112, 0.063], [-0.008, 0.001, -0.002], [-0.015, 0.005, -0.008], [-0.016, 0.001, -0.005], [-0.014, 0.011, 0.025], [-0.070, 0.008, -0.045], [-0.003, 0.003, 0.058], [-0.015, -0.016, -0.031]], "mulliken_charge": [2.47, 0.24, -0.20, -0.54, -0.99, -0.94, 0.78, -0.84, -1.22, -1.33, 1.93, 0.94, 1.10, -0.69, -0.92, -0.85, -1.27, -0.31, 0.73, 0.65, -0.80, -0.77, -0.82, -0.59, -0.28, 0.50, 0.44, 0.45, 0.47, 0.52, 0.94, 0.35, 0.49, 0.45, 0.53, 0.64, 0.03, 0.55, 0.47, 0.50, 0.39, -0.49, 0.48, -0.66, -0.02, 0.20, -0.18, 0.01, -0.54, 0.35, 0.45, 0.04, 0.54, -0.23, 0.10, -0.71, 0.13, -0.51, -0.48, -0.56, 0.24, -0.72, -0.66, 0.13, 0.09, 0.40, 0.34, -0.31, 0.44, 0.18, 0.20, 0.34, 0.34, 0.32, 0.36, -1.60, 0.76, -1.37, 0.33, 0.31, 0.05, -1.05, 0.31, 0.42, 0.42, 0.56, 0.36, 0.19, 0.51], "homo_lumo_gap_ev": [5.23, 5.17], "charge": 3, "homo_ev": [-15.49, -15.49], "lumo_ev": [-10.2556, -10.3137], "de_lowest_kj_mol": 215.6, "total_energy_ha": -5229.76720}